# 1
{"formula": "BrH4N2OP", "method": "ωB97M-V with the def2-TZVPD basis set", "e_homo_ev": -10.61, "de_lowest_ev": 0.887, "molar_mass_g_mol": 158.9, "largest_force_ev_per_a": 2.16, "homo_lumo_gap_ev": 10.58, "elements": ["P", "H", "N", "H", "Br", "H", "H", "N", "O"], "coordinates": [[-0.640777, -0.390262, 0.058636], [-2.592537, -0.828477, -0.038979], [-1.777801, -1.380719, 0.394921], [0.455650, 2.135113, -0.555869], [1.844086, 2.523912, -0.190182], [1.732750, -0.313210, 0.434634], [0.921099, -1.823714, 0.359769], [0.913226, -0.842709, 0.136821], [-0.855695, 0.920066, -0.599750]], "atomic_forces_ev_per_a": [[-0.592, 1.555, -1.380], [1.030, -1.253, 0.915], [-0.361, 0.882, -0.609], [0.791, 0.015, 0.240], [-0.623, -0.039, -0.185], [-0.673, 0.186, -0.311], [0.613, -0.372, 0.213], [-0.511, -0.914, 0.600], [0.326, -0.060, 0.517]]}


# 2
{"formula": "C13H17NO2", "method": "ωB97M-V with the def2-TZVPD basis set", "e_homo_ev": -8.84, "smiles": "CCN(C(=O)[C@@H]1CCCO1)c1ccccc1", "de_lowest_ev": 0.483, "molar_mass_g_mol": 219.3, "largest_force_ev_per_a": 0.53, "homo_lumo_gap_ev": 9.72, "elements": ["C", "H", "C", "H", "H", "H", "C", "N", "H", "H", "H", "H", "C", "C", "C", "O", "H", "H", "H", "H", "O", "H", "H", "C", "H", "H", "C", "C", "C", "C", "C", "H", "C"], "coordinates": [[-1.879529, 0.232221, -0.597186], [-3.836150, 1.012509, -0.171178], [0.987159, 3.104471, -2.270149], [0.751784, -3.639564, 3.176157], [0.580212, -3.226817, 0.789370], [-2.666058, 1.304361, 1.118421], [-0.050179, -1.606995, 2.964557], [-0.483723, 0.383109, -0.219116], [3.001864, 0.546699, -3.158591], [-2.612387, 2.264972, -0.357520], [0.832736, 4.156808, -2.458541], [-1.006168, -3.510152, 3.382921], [0.362112, 1.092226, -1.122516], [-0.144386, -3.128737, 2.833651], [-2.801926, 1.271995, 0.040322], [-1.216660, -2.218295, 0.975277], [0.985845, -1.270834, 2.897897], [-0.480677, -1.240094, 3.893442], [-1.931509, 0.320931, -1.685907], [-0.607027, 2.983800, -0.851211], [1.259537, 0.017751, 1.154377], [1.535890, -0.636444, -1.564670], [2.644765, 2.946150, -3.614162], [0.091935, -0.172626, 0.871738], [-2.206451, -0.771832, -0.323233], [-1.720026, -0.538403, 2.014106], [-0.811628, -1.081262, 1.735341], [0.169019, 2.443782, -1.370354], [2.005298, 2.425894, -2.916739], [-0.372737, -3.293671, 1.333279], [1.385402, 0.412135, -1.770322], [-0.884858, -4.215711, 1.056503], [2.205724, 1.079910, -2.660657]], "atomic_forces_ev_per_a": [[-0.501, -0.029, 0.164], [-0.145, 0.023, 0.003], [0.040, 0.072, -0.104], [0.029, -0.036, 0.051], [-0.061, -0.046, 0.019], [-0.018, 0.008, 0.112], [0.077, 0.063, -0.060], [0.127, 0.238, -0.446], [0.063, -0.048, -0.037], [-0.012, 0.107, 0.001], [-0.012, 0.077, -0.015], [0.023, -0.069, -0.009], [0.222, 0.129, -0.113], [-0.184, 0.011, -0.222], [0.132, -0.151, -0.183], [-0.204, 0.148, -0.067], [-0.131, -0.007, 0.063], [0.003, 0.023, 0.012], [0.020, -0.121, 0.123], [-0.066, 0.028, 0.079], [0.182, -0.009, 0.038], [0.010, -0.092, 0.044], [0.052, 0.043, -0.053], [-0.116, -0.242, 0.373], [0.016, 0.108, -0.150], [0.088, -0.039, -0.051], [0.106, 0.190, 0.222], [-0.042, -0.139, 0.089], [0.025, 0.109, -0.033], [0.272, -0.348, 0.183], [-0.069, 0.048, -0.020], [0.078, 0.031, -0.006], [-0.004, -0.080, -0.006]]}


# 3
{"formula": "C18H49F3N4O10S", "method": "ωB97M-V with the def2-TZVPD basis set", "e_homo_ev": -10.56, "charge": 2, "molar_mass_g_mol": 570.7, "largest_force_ev_per_a": 4.13, "homo_lumo_gap_ev": 5.91, "elements": ["H", "C", "H", "H", "H", "H", "H", "C", "C", "H", "H", "H", "F", "H", "H", "H", "S", "H", "H", "H", "C", "H", "H", "C", "H", "C", "O", "C", "C", "H", "C", "H", "O", "H", "H", "N", "F", "H", "C", "O", "C", "H", "C", "H", "H", "H", "H", "H", "H", "O", "C", "H", "H", "N", "H", "O", "C", "H", "O", "F", "H", "N", "H", "N", "H", "H", "H", "O", "C", "C", "H", "H", "H", "H", "H", "O", "C", "H", "H", "H", "C", "H", "O", "O", "H"], "coordinates": [[-14.261017, -18.858687, 0.733467], [-13.677732, -19.201052, 2.762118], [-15.217491, -17.738850, 3.424296], [-9.008056, -17.154806, -1.473114], [-12.236069, -13.057292, 2.304283], [-15.150379, -17.029675, -6.598656], [-15.390067, -13.592125, -1.552384], [-11.887844, -10.389426, 1.459694], [-12.689118, -11.619125, 0.875036], [-15.997176, -18.477774, -3.260993], [-6.757161, -18.140170, -2.470848], [-12.407222, -9.456061, 1.242519], [-14.107202, -16.692590, -2.582949], [-11.864573, -11.495240, -1.220880], [-14.524458, -18.450765, -4.162644], [-15.916436, -16.175547, -3.839012], [-12.021890, -16.175591, -1.025084], [-11.848136, -10.523630, 2.540678], [-14.437322, -15.715147, 0.727595], [-16.032737, -19.107289, -4.891499], [-15.602349, -18.325626, -4.265515], [-8.031127, -16.511771, -3.938555], [-12.634958, -18.621781, 0.992854], [-12.957300, -15.988969, -2.733787], [-10.879518, -10.275587, 1.061691], [-14.941523, -12.695768, -1.124058], [-12.869260, -15.638394, 0.011178], [-8.044390, -16.682116, -1.662909], [-15.724166, -14.924213, 1.794155], [-13.718137, -11.685890, 1.228244], [-14.973345, -18.800983, 3.443661], [-7.016213, -15.359112, -3.064446], [-16.865108, -14.915308, 2.214793], [-5.385591, -18.809728, 0.517725], [-14.023530, -16.271484, -5.512913], [-17.495093, -16.945360, -5.114501], [-13.261471, -14.711006, -3.021556], [-13.313917, -10.622163, -0.863767], [-11.929216, -22.286739, 1.934146], [-7.203070, -18.524364, -0.460168], [-15.985684, -16.894168, -4.655647], [-8.749721, -15.110239, -0.602099], [-15.084061, -16.343855, -5.754053], [-11.983373, -22.769260, 2.910029], [-7.127214, -14.982813, -0.626110], [-15.903746, -19.262290, 3.112514], [-13.384431, -14.303564, -6.248012], [-14.694585, -13.199761, -6.650108], [-10.901783, -22.501263, 1.640112], [-10.752944, -15.385972, -1.015593], [-12.798398, -11.561242, -0.662581], [-15.433233, -12.686089, -0.151313], [-8.020989, -16.099268, 0.361815], [-13.562162, -18.523643, 1.381116], [-5.749520, -19.755116, -0.918596], [-15.317245, -15.946530, 1.033874], [-6.175735, -19.354736, 0.001266], [-14.931424, -18.923923, 4.525894], [-14.925358, -14.053786, 2.171079], [-12.270385, -16.479345, -3.728052], [-17.900686, -16.020486, -5.128296], [-12.050967, -12.941758, 1.318127], [-12.758130, -18.924582, 3.277869], [-7.890859, -15.636266, -0.526332], [-14.496492, -13.600537, -4.991590], [-17.482748, -17.388942, -6.021791], [-18.104328, -17.502802, -4.532967], [-13.485314, -12.676013, -1.174042], [-6.824705, -17.624262, -1.513046], [-13.551692, -20.739086, 2.549798], [-6.469071, -20.235974, 0.571767], [-8.846895, -15.211150, -3.231317], [-12.450334, -13.672529, 0.746658], [-11.047251, -12.990187, 1.216702], [-13.615556, -17.516742, 1.439417], [-12.204319, -20.900472, 2.086586], [-14.405739, -14.020370, -5.993394], [-12.494212, -22.751503, 1.126137], [-14.323495, -21.201817, 1.934738], [-5.922213, -17.023959, -1.398027], [-7.985209, -15.858249, -3.067399], [-13.624403, -21.298350, 3.482555], [-11.724720, -17.615325, -0.822805], [-15.441778, -15.044332, -6.237100], [-15.237075, -11.856147, -1.753168]], "atomic_forces_ev_per_a": [[-0.227, 0.011, -0.247], [-0.754, -1.124, -0.590], [0.410, 0.307, -0.609], [0.230, -0.095, -0.069], [-0.655, -0.572, 0.309], [0.048, -0.177, -0.315], [0.896, -0.287, -0.370], [-0.981, -1.215, -0.086], [1.214, 1.014, -0.663], [-0.046, -0.258, 0.070], [0.303, -0.385, 0.010], [-0.164, -0.166, 0.064], [0.679, 0.478, -0.033], [0.307, -0.201, 0.340], [-0.132, 0.035, -0.378], [-0.535, -0.357, 0.207], [3.391, -0.774, 1.497], [0.131, 0.287, 0.047], [0.174, 0.218, -0.186], [0.168, 0.178, -0.321], [-0.352, 0.415, 0.946], [0.294, -0.426, 0.318], [0.497, -0.814, -0.533], [-0.199, 0.816, 1.824], [0.017, -0.342, -0.096], [0.164, 0.817, -0.374], [-0.973, 0.237, -0.319], [1.554, 1.347, -1.525], [-2.100, 1.773, 3.080], [0.143, 0.003, 0.425], [-0.413, 0.965, 0.850], [-0.181, 0.361, -0.301], [-1.996, -1.334, -0.669], [-0.073, 0.102, 0.229], [-0.163, -0.695, 0.757], [1.725, 0.275, 0.260], [0.185, -1.045, 0.424], [-0.271, 0.156, -0.109], [1.014, -0.350, -0.006], [-0.534, 1.487, 0.182], [0.177, -0.006, 0.080], [-0.787, 0.622, -0.191], [-0.425, 0.783, -1.495], [-0.676, -0.318, -0.066], [0.603, -0.234, 0.247], [0.351, -0.472, -0.352], [-0.155, -0.487, 0.087], [0.101, -0.129, -0.144], [0.249, 0.851, -0.067], [-1.300, -0.498, -1.314], [-0.711, -0.104, 0.459], [0.638, 0.464, 0.472], [0.898, -0.284, 0.556], [0.464, -0.279, 1.143], [0.619, -0.397, 0.091], [0.663, -1.849, -1.459], [1.472, -0.615, -1.322], [0.315, -0.639, -0.013], [3.635, 1.247, -1.017], [0.463, -0.491, -0.425], [-0.043, 0.541, -0.534], [-0.121, 1.422, -0.178], [-0.302, 0.301, 0.172], [-1.919, -0.568, -1.141], [0.213, -0.421, 0.207], [-0.327, 0.172, -0.674], [0.103, -0.404, 0.635], [-0.536, -1.121, 0.229], [-2.319, -0.468, -0.187], [1.274, 0.945, 0.505], [-0.709, 0.535, 0.170], [0.225, 0.354, 0.583], [-0.732, -0.966, -0.043], [0.378, 0.357, -0.348], [-0.908, 0.734, 0.289], [-0.690, -0.487, -0.686], [-1.644, 0.411, -0.469], [-0.635, -0.046, 0.364], [0.024, 0.284, -0.696], [0.295, -0.206, 0.539], [-0.185, -1.329, 1.681], [-0.215, 0.436, 0.492], [-1.026, 1.527, -1.185], [0.879, 0.035, 0.758], [-0.470, 0.129, 0.205]]}